# 1
This record from the OMol25 dataset describes 2 unconnected molecules or ions with the total composition C20H21F5N2O3PS at a distorted geometry. The level of theory is ωB97M-V with the def2-TZVPD basis set.

Properties
**Total charge**: +1
**Largest force on an atom**: 5.4 eV/A
**Spin multiplicity**: 1
**HOMO energy**: -0.420 Ha

Element x y z (Å)
C (-0.9274, -4.9516, 0.3794)
C (0.2232, -4.3792, -0.6117)
O (1.3805, -4.8873, -0.6251)
N (-0.1683, -3.2167, -1.4411)
C (-0.8441, -3.6017, -2.7162)
C (0.9264, -2.2590, -1.6313)
N (1.8810, -2.5871, -2.6940)
C (3.0040, -1.7340, -3.0513)
C (3.2773, -0.3839, -2.3250)
C (2.2655, -0.0279, -1.1596)
P (2.5498, 1.6086, -0.2733)
S (3.3879, 1.2107, 1.4678)
C (1.0742, -0.9423, -0.7764)
C (-0.0316, -0.7062, 0.3251)
F (0.1731, 0.3477, 1.2407)
F (-0.1289, -1.9182, 1.1269)
C (-1.5030, -0.5302, -0.3283)
C (-1.6459, 0.6176, -1.3707)
C (-3.0257, 0.8985, -2.0193)
C (-4.2181, -0.0192, -1.6071)
C (-4.0943, -1.1824, -0.5769)
C (-5.4130, -2.0247, -0.2197)
F (-5.3005, -3.3903, -0.5885)
F (-5.6654, -1.9609, 1.1929)
F (-6.5685, -1.5157, -0.8811)
C (-2.7009, -1.4614, 0.0781)
H (-1.9582, -4.6850, -0.0672)
H (-0.7992, -6.0583, 0.6123)
H (-0.8402, -4.3008, 1.3343)
H (-1.0583, -2.6684, -3.3669)
H (-1.8363, -4.1410, -2.5361)
H (-0.1909, -4.2911, -3.3805)
H (1.7921, -3.4523, -3.2658)
H (3.7161, -2.0520, -3.8978)
H (4.1433, 0.2898, -2.6380)
H (3.4405, 2.4012, -1.0711)
H (1.3582, 2.3462, 0.0317)
H (-0.7253, 1.2371, -1.6391)
H (-3.1660, 1.7513, -2.7625)
H (-5.2431, 0.1940, -2.0527)
H (-2.5327, -2.2900, 0.8425)
O (2.3673, 5.8499, 1.0079)
C (2.3196, 5.5279, 2.1691)
O (2.8801, 4.3928, 2.6657)
C (2.5425, 4.2639, 4.0519)
C (2.2002, 5.6624, 4.5092)
C (1.6064, 6.2780, 3.2604)
H (1.6950, 3.5776, 4.1422)
H (3.3913, 3.8511, 4.5999)
H (1.5295, 5.6819, 5.3698)
H (3.1151, 6.1976, 4.7827)
H (0.5335, 6.0863, 3.1822)
H (1.8121, 7.3467, 3.2016)

# 2
This record from the OMol25 dataset describes a single C5H8N2O molecule at a distorted geometry. The level of theory is ωB97M-V with the def2-TZVPD basis set.

Properties
**Energy above the lowest of the compared OMol25 structures with the same formula, charge and spin**: 65.6 kcal/mol
**Largest force on an atom**: 6.9 eV/A
**Spin multiplicity**: 1
**HOMO energy**: -0.351 Ha

Element x y z (Å)
O (-2.3320, -0.0012, 0.9922)
C (-1.2896, -0.9801, 1.1839)
C (0.0565, -0.3241, 1.1947)
C (0.5332, 0.2365, -0.1039)
C (0.5855, 1.5466, -0.5316)
N (1.0690, 1.7327, -1.7169)
N (1.3884, 0.4388, -2.0221)
C (1.0833, -0.4520, -1.0681)
H (-2.1849, 0.4223, 0.0017)
H (-1.7495, -1.4601, 2.0593)
H (-1.4593, -1.8418, 0.3182)
H (0.0512, 0.4234, 1.9804)
H (0.5939, -0.9842, 1.6335)
H (0.4058, 2.3306, 0.2424)
H (1.7343, 0.3650, -2.9885)
H (1.5142, -1.4524, -1.1754)

# 3
This record from the OMol25 dataset describes a single C5H8N2 molecule at a distorted geometry. The level of theory is ωB97M-V with the def2-TZVPD basis set.

Properties
**Energy above the lowest of the compared OMol25 structures with the same formula, charge and spin**: 27.2 kcal/mol
**Largest force on an atom**: 1.8 eV/A
**Spin multiplicity**: 1
**HOMO energy**: -0.276 Ha

Element x y z (Å)
C (-1.2613, -1.2733, 0.5857)
N (-0.1303, -0.5440, 0.0631)
C (1.1443, -1.0719, 0.0923)
C (2.0337, -0.0321, -0.0810)
C (1.2644, 1.1455, -0.2695)
C (-0.0675, 0.7760, -0.2210)
N (-1.2598, 1.4366, -0.5569)
H (-2.1477, -1.1298, -0.0335)
H (-0.9999, -2.3350, 0.6393)
H (-1.4699, -0.9431, 1.6114)
H (1.0634, -2.0021, -0.4380)
H (3.1171, -0.0895, -0.0895)
H (1.6339, 2.1397, -0.4751)
H (-1.8528, 1.6351, 0.2386)
H (-1.0676, 2.2879, -1.0660)

# 4
This record from the OMol25 dataset describes 9 unconnected molecules or ions with the total composition C2H20ClO8 at a distorted geometry. The level of theory is ωB97M-V with the def2-TZVPD basis set.

Properties
**Energy above the lowest of the compared OMol25 structures with the same formula, charge and spin**: 0.0 kcal/mol
**Total charge**: -1
**Largest force on an atom**: 2.9 eV/A
**Spin multiplicity**: 1
**HOMO energy**: -0.159 Ha

Element x y z (Å)
Cl (-1.5353, 0.2921, 0.1221)
C (-0.3931, 2.2509, -6.2493)
O (-0.3257, 2.9174, -5.0636)
H (-0.8583, 3.0305, -6.8525)
H (0.5714, 1.8497, -6.5604)
H (-1.1344, 1.4616, -6.1246)
H (-0.6381, 2.2632, -4.4343)
C (-0.0160, -4.8230, -2.8528)
O (-0.4266, -3.6433, -3.5251)
H (1.0581, -4.9240, -2.6968)
H (-0.4123, -4.9041, -1.8407)
H (-0.4131, -5.7075, -3.3509)
H (-0.5528, -2.9606, -2.8621)
O (1.6729, 4.7074, 0.7810)
H (1.0711, 4.1215, 0.3218)
H (1.1252, 5.1584, 1.4235)
O (-4.7588, 2.5701, 3.7725)
H (-4.1156, 3.2654, 3.9102)
H (-4.3965, 2.0461, 3.0581)
O (2.3065, 1.5089, 4.3752)
H (1.5998, 1.9973, 3.9530)
H (3.0478, 2.1145, 4.3790)
O (4.6767, 0.3165, 0.6845)
H (5.1945, -0.2650, 1.2412)
H (3.7679, 0.0823, 0.8725)
O (-2.6734, -1.2077, 5.4891)
H (-2.8726, -0.7489, 4.6730)
H (-3.3991, -0.9859, 6.0724)
O (1.2953, -3.8083, 2.5477)
H (0.6376, -3.3055, 2.0672)
H (0.8969, -4.6701, 2.6692)

# 5
This record from the OMol25 dataset describes 2 unconnected molecules or ions with the total composition C33H30F4N at a distorted geometry. The level of theory is ωB97M-V with the def2-TZVPD basis set.

Properties
**Energy above the lowest of the compared OMol25 structures with the same formula, charge and spin**: 11.9 kcal/mol
**Total charge**: +1
**Largest force on an atom**: 3.2 eV/A
**Spin multiplicity**: 1
**HOMO energy**: -0.372 Ha

Element x y z (Å)
F (4.1900, -2.0187, -4.2661)
C (3.0126, -1.3711, -3.9680)
C (2.4060, -0.6158, -4.9697)
C (1.2143, 0.0208, -4.6172)
F (0.6223, 0.8418, -5.5481)
C (0.6129, -0.1152, -3.3702)
C (1.2366, -0.9130, -2.3676)
C (0.6054, -1.1590, -1.0770)
C (0.9556, -2.3244, -0.3616)
C (0.2901, -2.7748, 0.7737)
C (0.7119, -3.8748, 1.5896)
C (-0.1136, -4.2706, 2.6726)
C (0.2442, -5.3644, 3.4396)
F (-0.5731, -5.7346, 4.4850)
C (1.4024, -6.1126, 3.2087)
C (2.2152, -5.6867, 2.1560)
F (3.3738, -6.3922, 1.9095)
C (1.9187, -4.5901, 1.3516)
C (2.4906, -1.5081, -2.6872)
H (2.8386, -0.5232, -5.9626)
H (-0.3396, 0.3708, -3.1645)
H (-0.3765, -0.7086, -0.8915)
H (1.7633, -2.9500, -0.7454)
H (-0.6559, -2.2991, 1.0544)
H (-1.0255, -3.7104, 2.8742)
H (1.6603, -6.9705, 3.8196)
H (2.5960, -4.2914, 0.5519)
H (3.0426, -2.0829, -1.9470)
C (-5.1993, 0.1104, -0.9170)
C (-5.3476, 0.8940, 0.2152)
C (-4.3264, 1.7844, 0.6273)
C (-4.4703, 2.5877, 1.7837)
C (-3.4957, 3.5105, 2.1243)
C (-2.3582, 3.6763, 1.3124)
C (-2.1177, 2.8420, 0.2264)
C (-0.8399, 2.9940, -0.5939)
C (0.2014, 1.8800, -0.3744)
C (1.5952, 2.1964, -0.9192)
C (2.6200, 2.0856, 0.2327)
C (2.1995, 3.1228, 1.3123)
C (0.8163, 2.7687, 1.8183)
N (0.2627, 1.5420, 1.0255)
C (1.1574, 0.4549, 1.4355)
C (2.5500, 0.6732, 0.8761)
C (-3.1263, 1.9007, -0.1665)
C (-3.0131, 1.0894, -1.3189)
C (-4.0168, 0.1940, -1.6784)
H (-5.9932, -0.5686, -1.2277)
H (-6.2613, 0.8481, 0.8105)
H (-5.3744, 2.4786, 2.3859)
H (-3.6057, 4.1292, 3.0164)
H (-1.6445, 4.4677, 1.5485)
H (-1.0991, 2.9853, -1.6646)
H (-0.3625, 3.9667, -0.3826)
H (-0.1802, 1.0013, -0.9038)
H (1.8251, 1.4814, -1.7176)
H (1.6089, 3.2030, -1.3550)
H (3.6324, 2.2853, -0.1327)
H (2.9070, 3.1037, 2.1460)
H (2.1916, 4.1321, 0.8876)
H (0.8743, 2.4407, 2.8648)
H (0.1202, 3.6058, 1.7441)
H (1.1982, 0.4946, 2.5353)
H (0.7173, -0.4945, 1.1442)
H (2.7865, -0.1134, 0.1522)
H (3.2609, 0.6069, 1.7079)
H (-2.1335, 1.1972, -1.9614)
H (-3.8790, -0.4294, -2.5620)

# 6
This record from the OMol25 dataset describes a molecular structure, C4H6InLiO7 at a distorted geometry. The level of theory is ωB97M-V with the def2-TZVPD basis set.

Properties
**Energy above the lowest of the compared OMol25 structures with the same formula, charge and spin**: 0.0 kcal/mol
**Largest force on an atom**: 3.7 eV/A
**Spin multiplicity**: 1
**HOMO energy**: -0.324 Ha

Element x y z (Å)
O (2.5731, -3.3884, -0.9982)
C (2.0312, -2.3800, -1.5158)
O (1.6813, -2.3257, -2.7201)
O (1.8116, -1.3384, -0.6961)
O (-0.8369, 0.6152, 0.7427)
C (0.1995, -0.3399, 0.7260)
C (0.5252, -0.7311, -0.7050)
Li (2.4314, -4.1497, -2.7962)
H (-0.1360, -1.2175, 1.2974)
H (1.0909, 0.0849, 1.2157)
H (0.5347, 0.1574, -1.3530)
H (-0.2287, -1.4321, -1.0900)
C (-1.8165, 3.0072, 0.6569)
O (-2.6764, 2.3155, 1.2819)
O (-2.0990, 3.3819, -0.6140)
H (-2.6985, 2.7347, -1.0027)
In (-2.5893, 0.4628, 2.0048)
O (-0.7330, 3.4409, 1.1325)
H (-0.3850, 1.5259, 1.0602)

Number 1: gap between HOMO and LUMO 6.1 eV. Number 2: gap between HOMO and LUMO 10.4 eV. Number 3: gap between HOMO and LUMO 8.4 eV. Number 4: gap between HOMO and LUMO 7.0 eV. Number 5: gap between HOMO and LUMO 3.7 eV. Number 6: gap between HOMO and LUMO 8.1 eV.